No. 1
Entry from the OMol25 dataset: 12 unconnected molecules or ions with the total composition C39H87Cl6N3O21 in a non-equilibrium geometry (ωB97M-V/def2-TZVPD).

Frontier orbital gap in eV: 8.959
Multiplicity: 1
SMILES: COC[C@H](C)N.COC[C@H](C)N.COC[C@H](C)N.CCOC(=O)OC.CCOC(=O)OC.CCOC(=O)OC.CCOC(=O)OC.CCOC(=O)OC.CCOC(=O)OC.ClCCl.ClCCl.ClCCl
F_max in eV/A: 4.41
LUMO in Ha: 0.0013
Electronic energy in eV: -164448.9543

Atoms and positions in Å:
C 28.460 18.574 22.671
O 27.162 18.064 22.791
C 26.499 18.384 23.930
C 25.022 17.950 23.770
C 24.174 18.097 24.949
N 24.846 16.527 23.446
H 28.679 19.491 23.218
H 28.632 18.685 21.601
H 29.143 17.813 23.049
H 26.969 17.718 24.654
H 26.725 19.396 24.268
H 24.563 18.450 22.917
H 24.194 19.168 25.151
H 24.586 17.520 25.777
H 23.143 17.806 24.748
H 25.527 16.268 22.747
H 25.173 15.966 24.220
C 15.845 13.322 23.406
O 15.719 12.918 22.019
C 16.228 13.912 21.107
C 16.204 13.254 19.671
C 17.248 13.874 18.715
N 14.876 13.365 19.252
H 14.988 13.971 23.588
H 16.754 13.787 23.786
H 15.536 12.441 23.968
H 15.707 14.862 21.226
H 17.299 13.975 21.304
H 16.511 12.237 19.914
H 17.160 14.958 18.645
H 17.198 13.511 17.688
H 18.254 13.840 19.132
H 14.748 14.354 19.410
H 14.304 12.941 19.968
C 24.335 32.930 13.302
O 23.828 31.886 12.593
C 24.601 30.619 12.606
C 23.602 29.400 12.565
C 22.495 29.343 13.580
N 24.522 28.188 12.802
H 24.324 32.620 14.346
H 23.595 33.724 13.200
H 25.314 33.318 13.019
H 25.285 30.609 11.757
H 25.087 30.602 13.581
H 23.174 29.410 11.563
H 21.719 30.089 13.408
H 22.878 29.604 14.566
H 22.023 28.360 13.608
H 24.380 27.949 13.773
H 24.087 27.474 12.236
C 17.813 30.921 19.549
C 18.811 31.309 18.559
O 18.186 31.787 17.387
C 18.774 32.552 16.464
O 19.633 33.340 16.775
O 18.106 32.364 15.269
C 18.408 33.105 14.135
H 18.187 30.434 20.450
H 17.126 30.146 19.211
H 17.271 31.764 19.978
H 19.503 30.504 18.312
H 19.391 32.165 18.903
H 17.782 33.991 14.029
H 18.249 32.480 13.257
H 19.475 33.320 14.196
C 23.293 21.606 13.195
C 22.356 22.419 12.272
O 22.698 21.984 10.976
C 22.322 22.745 9.872
O 22.107 23.933 9.867
O 22.471 22.003 8.745
C 22.517 22.638 7.427
H 23.280 20.516 13.160
H 23.271 21.815 14.264
H 24.346 21.695 12.925
H 22.327 23.477 12.532
H 21.287 22.207 12.268
H 22.379 23.718 7.369
H 21.809 22.197 6.726
H 23.492 22.277 7.099
C 13.225 22.096 22.057
C 12.373 22.733 20.968
O 11.306 21.925 20.513
C 10.099 21.824 21.240
O 9.815 22.380 22.276
O 9.266 21.033 20.510
C 7.944 20.935 20.829
H 14.037 22.782 22.298
H 13.724 21.153 21.837
H 12.628 21.945 22.956
H 12.947 22.918 20.060
H 12.026 23.674 21.396
H 7.466 21.915 20.827
H 7.772 20.607 21.854
H 7.341 20.220 20.268
C 17.173 27.409 9.123
C 15.909 26.551 9.066
O 14.839 27.203 8.348
C 13.732 26.513 8.116
O 13.577 25.305 8.333
O 12.810 27.373 7.845
C 11.487 26.874 7.667
H 17.683 27.650 8.191
H 17.811 27.001 9.908
H 16.861 28.393 9.473
H 15.573 26.493 10.102
H 16.138 25.553 8.694
H 10.866 27.746 7.877
H 11.181 26.094 8.365
H 11.307 26.524 6.651
C 19.884 20.712 18.643
C 18.916 21.649 17.985
O 19.389 22.968 17.921
C 18.803 23.691 16.887
O 18.393 23.265 15.775
O 18.684 25.006 17.247
C 17.978 25.956 16.409
H 19.311 19.785 18.611
H 20.187 21.104 19.614
H 20.836 20.674 18.114
H 17.902 21.661 18.383
H 18.723 21.298 16.971
H 17.918 26.845 17.037
H 16.930 25.672 16.311
H 18.400 26.281 15.458
C 8.587 25.657 17.153
C 9.865 26.306 17.687
O 10.658 26.487 16.538
C 11.938 26.996 16.703
O 12.650 27.007 17.716
O 12.417 27.230 15.418
C 11.793 26.786 14.217
H 8.407 26.006 16.136
H 7.883 25.932 17.939
H 8.642 24.572 17.065
H 10.273 25.566 18.375
H 9.714 27.218 18.265
H 12.106 27.538 13.493
H 10.707 26.708 14.179
H 12.205 25.805 13.981
Cl 13.954 19.233 15.126
C 13.627 19.764 16.842
Cl 14.220 18.574 17.996
H 14.045 20.748 17.055
H 12.542 19.834 16.922
Cl 20.616 23.147 23.564
C 20.538 24.567 22.632
Cl 19.039 25.417 22.746
H 21.289 25.238 23.049
H 20.684 24.342 21.575
Cl 18.880 17.116 13.838
C 18.321 16.751 12.195
Cl 17.697 15.154 12.129
H 17.479 17.440 12.120
H 19.018 16.935 11.378

=====

No. 2
Entry from the OMol25 dataset: a molecular structure, C45H37N3O6S3SeTeW in a non-equilibrium geometry (ωB97M-V/def2-TZVPD).

Frontier orbital gap (alpha / beta) in eV: 3.671 / 3.379
Multiplicity: 1
Total charge: -2
F_max in eV/A: 3.92
LUMO (alpha / beta) in Ha: 0.1176 / 0.0976
Electronic energy in eV: -170986.3090
ΔE to the lowest compared entry with this formula, charge and spin in eV: 6.536

Atoms and positions in Å:
W 0.649 -1.589 -0.263
S 3.242 -2.362 1.410
C 2.185 -1.942 2.652
N 0.967 -1.487 2.487
C 0.346 -1.216 3.701
C -0.958 -0.760 3.891
C -1.422 -0.541 5.174
C -0.620 -0.778 6.289
C 0.668 -1.253 6.126
C 1.135 -1.465 4.838
S 2.687 -2.070 4.339
H -1.588 -0.600 3.036
H -2.436 -0.185 5.309
H -1.008 -0.598 7.285
H 1.304 -1.466 6.977
O -3.205 -0.374 -0.178
S -1.899 0.235 -0.172
O -1.065 -0.050 0.993
N -0.882 -0.175 -1.342
C -1.209 0.120 -2.665
C -2.483 0.511 -3.058
C -2.771 0.760 -4.405
C -1.803 0.648 -5.366
C -0.493 0.273 -5.010
C 0.547 0.160 -5.951
C 1.797 -0.186 -5.503
C 1.989 -0.466 -4.152
N 1.038 -0.413 -3.237
C -0.184 -0.009 -3.651
C -2.204 1.993 -0.270
C -3.520 2.435 -0.240
C -3.791 3.791 -0.290
C -2.748 4.709 -0.355
C -1.438 4.256 -0.411
C -1.160 2.899 -0.373
H -3.253 0.585 -2.307
H -3.775 1.051 -4.686
H -2.022 0.842 -6.410
H 0.355 0.369 -6.996
H 2.632 -0.249 -6.189
H 2.970 -0.751 -3.794
H -4.315 1.706 -0.156
H -4.817 4.138 -0.265
H -2.960 5.770 -0.340
H -0.620 4.961 -0.467
H -0.137 2.546 -0.389
C -2.838 -5.209 -3.374
C -1.845 -6.153 -3.144
C -0.561 -5.753 -2.836
C -0.231 -4.396 -2.715
C -1.218 -3.470 -3.044
C -2.511 -3.863 -3.343
C 1.141 -4.021 -2.371
C 1.710 -2.943 -1.752
C 3.209 -2.972 -1.875
C 3.970 -1.862 -1.478
C 5.349 -1.812 -1.593
C 6.051 -2.885 -2.119
C 5.331 -3.997 -2.527
C 3.952 -4.039 -2.406
H -3.854 -5.521 -3.581
H -2.087 -7.208 -3.190
H 0.203 -6.498 -2.642
H -0.947 -2.434 -3.110
H -3.260 -3.104 -3.540
H 1.803 -4.794 -2.748
H 3.461 -0.999 -1.076
H 5.873 -0.925 -1.259
H 7.130 -2.862 -2.207
H 5.848 -4.854 -2.944
H 3.466 -4.946 -2.736
C -0.296 6.849 5.201
C -0.157 5.595 4.369
C 1.021 5.314 3.690
C 1.155 4.162 2.904
C 2.456 3.878 2.213
C 0.083 3.283 2.807
Te 1.837 0.606 0.039
C -1.093 3.528 3.502
C -2.262 2.578 3.463
C -1.206 4.695 4.273
H 0.613 7.451 5.152
H -0.487 6.607 6.250
H -1.130 7.461 4.846
H 1.861 6.006 3.777
H 3.150 4.717 2.320
H 2.313 3.638 1.163
H 2.906 2.983 2.648
H -2.530 2.255 4.473
H -2.010 1.704 2.870
H -3.135 3.066 3.020
H -2.135 4.896 4.811
O -1.294 -3.306 2.388
Se -0.834 -3.569 0.895
O -1.344 -4.980 0.379
O -1.160 -2.301 -0.132
O 0.806 -3.370 0.673

=====

Q: Look up the multiplicity of the first one.
A: 1

=====

Q: Look up the F_max of the second one.
A: 3.92 eV/A